Entry 1:
The following is a DFT calculation (the ωB97M-V functional and the def2-TZVPD basis) of a molecular structure, C25H22NO4SV in a non-equilibrium geometry.

## Properties
M: 483.46 g/mol
⟨S²⟩: 2.04
Gap between HOMO and LUMO (spin up / spin down): 6.8037 / 7.5918 eV
Energy above the lowest of the compared OMol25 structures with the same formula, charge and spin: 26.8 kJ/mol

The geometry in ORCA input format:
```
! wB97M-V def2-TZVPD RIJCOSX def2/J DEFGRID3
* xyz 0 3
V 0.14 0.68 -0.11
S 3.05 5.09 1.95
O 3.78 5.65 0.84
O -2.24 -2.46 -1.69
O 2.32 5.98 2.83
O 1.80 1.57 2.18
N 2.16 3.79 1.51
C -1.80 -3.79 -1.27
C -4.82 -3.84 -2.02
C -2.40 -3.59 -2.64
C -6.10 -4.33 -2.30
C -5.31 -5.31 -4.36
C -1.58 0.73 1.57
C -4.04 -4.79 -4.12
C 4.15 4.09 2.92
C 5.19 4.53 3.73
C 1.40 -1.16 -0.84
C 2.50 2.63 2.14
C 4.51 1.82 3.58
C -0.70 2.67 0.66
C -0.74 1.85 1.83
C -6.35 -5.07 -3.46
C -3.77 -4.04 -2.94
C 1.23 0.78 -2.09
C -1.62 2.11 -0.31
C 3.79 2.77 2.84
C 5.91 3.58 4.48
C 2.24 -0.18 -0.24
C 5.57 2.22 4.39
C 0.77 -0.57 -1.98
C -2.17 0.90 0.27
C 2.14 1.03 -1.01
H -6.90 -4.12 -1.59
H -5.49 -5.90 -5.26
H -1.94 2.57 -1.23
H 5.39 5.59 3.80
H 2.93 -0.32 0.60
H 6.15 1.51 4.99
H -0.10 3.58 0.55
H -0.72 -3.92 -1.21
H -0.39 2.16 2.81
H 1.01 1.47 -2.90
H -2.99 0.31 -0.13
H 1.35 -2.22 -0.58
H -1.83 -0.04 2.30
H 0.17 -1.10 -2.73
H 6.72 3.92 5.14
H -3.22 -4.96 -4.82
H -4.63 -3.27 -1.10
H -7.36 -5.45 -3.65
H 4.24 0.77 3.52
H 2.71 1.95 -0.85
H -2.43 -4.29 -0.54
H -1.70 -3.57 -3.49
*
```

Entry 2:
The following is a DFT calculation (the ωB97M-V functional and the def2-TZVPD basis) of a molecular structure, C45H48N4NaO4P in a non-equilibrium geometry.

## Properties
M: 762.87 g/mol
Gap between HOMO and LUMO: 5.2638 eV
Energy above the lowest of the compared OMol25 structures with the same formula, charge and spin: 58.1 kJ/mol

The geometry in ORCA input format:
```
! wB97M-V def2-TZVPD RIJCOSX def2/J DEFGRID3
* xyz -2 1
P -0.82 2.19 0.35
Na 0.22 -0.51 -1.30
O -1.47 -2.00 0.61
O 1.99 0.03 -2.20
O 1.44 -0.43 0.95
O -1.69 -2.05 -2.78
N 0.81 -2.58 -2.22
N -0.09 -3.63 -2.19
N 1.69 -0.47 3.23
N 3.55 -0.38 1.79
C 3.00 3.65 0.83
C 0.79 4.33 -0.70
C 3.17 -2.01 -2.59
C -3.09 -6.56 -1.92
C -2.18 3.04 -1.61
C -2.19 3.31 -0.22
C -4.00 4.55 -1.98
C 2.01 -2.91 -2.50
C -3.71 -3.91 -2.42
C -3.08 3.62 -2.53
C 2.37 0.25 4.30
C -1.23 -3.23 1.28
C 4.42 -2.61 -2.82
C 3.08 -0.58 -2.46
C -0.39 3.45 3.18
C -3.22 -0.67 -0.43
C 5.59 -1.88 -2.96
C -1.05 1.75 -3.23
C 3.06 4.75 -0.02
C -4.43 -6.17 -2.00
C -2.87 -1.72 0.60
C -1.31 -3.21 -2.47
C -3.09 4.21 0.28
C -1.14 2.72 2.25
C -2.37 -4.29 -2.33
C 1.83 2.91 0.92
C 0.25 -3.56 1.29
C 1.95 5.08 -0.79
C 2.17 -0.43 1.93
C -2.31 2.11 2.75
C -4.73 -4.84 -2.25
C -2.72 2.24 4.07
C -1.95 2.96 4.97
C -1.14 2.12 -1.91
C 4.31 0.14 -2.64
C -2.08 -5.63 -2.08
C -3.99 4.83 -0.64
C -1.95 2.29 -4.19
C -2.93 3.20 -3.88
C 0.70 3.23 0.17
C 5.51 -0.48 -2.87
C 4.39 -1.28 2.57
C 0.25 -0.58 3.42
C 4.04 -0.12 0.44
C -0.78 3.56 4.52
H -2.25 3.05 6.01
H -2.86 -0.99 -1.42
H 4.26 -1.06 -0.10
H 3.28 0.41 -0.13
H 4.66 -2.15 1.97
H -5.22 -6.90 -1.87
H 6.41 0.11 -2.98
H 3.97 5.33 -0.10
H 0.04 -1.27 4.24
H -3.64 1.75 4.40
H -1.62 -3.16 2.30
H 0.39 -4.58 1.66
H -0.22 -0.94 2.51
H -4.70 5.06 -2.63
H 2.00 5.92 -1.47
H -3.16 -1.38 1.61
H 3.86 -1.62 3.45
H 2.21 -3.96 -2.71
H 0.64 -3.50 0.28
H -0.30 1.04 -3.58
H -4.30 -0.55 -0.48
H -1.87 1.96 -5.23
H 6.54 -2.38 -3.13
H -0.07 4.59 -1.32
H 0.51 3.95 2.87
H -3.59 3.59 -4.64
H 4.45 -3.69 -2.91
H 0.81 -2.87 1.93
H -3.13 4.46 1.33
H 4.95 0.48 0.48
H -3.92 -2.86 -2.61
H -0.17 4.13 5.21
H -2.85 -7.60 -1.72
H -2.77 0.29 -0.18
H 1.78 2.05 1.58
H 1.72 1.05 4.67
H -0.19 0.39 3.66
H -2.90 1.51 2.06
H 3.86 3.37 1.42
H -1.03 -5.91 -2.02
H 2.61 -0.41 5.14
H -4.70 5.55 -0.25
H 3.29 0.70 3.94
H -5.76 -4.53 -2.32
H 4.25 1.22 -2.56
H -3.42 -2.64 0.40
H -1.78 -4.03 0.78
H 5.31 -0.78 2.88
*
```

Entry 3:
The following is a DFT calculation (the ωB97M-V functional and the def2-TZVPD basis) of 2 unconnected molecules or ions with the total composition C4H14N2 in a non-equilibrium geometry.

## Properties
M: 90.17 g/mol
SMILES: CCN.CNC
Gap between HOMO and LUMO: 9.3845 eV
Energy above the lowest of the compared OMol25 structures with the same formula, charge and spin: 74.1 kJ/mol

The geometry in ORCA input format:
```
! wB97M-V def2-TZVPD RIJCOSX def2/J DEFGRID3
* xyz 0 1
N 1.43 -0.66 -2.15
N 0.04 1.09 2.87
C -0.76 0.37 1.86
C -2.05 1.09 1.51
C 0.97 -1.40 -0.96
C 0.46 -0.37 -3.16
H 2.35 -0.95 -2.45
H 0.94 -0.14 -4.10
H -0.11 -1.25 -0.95
H 1.00 1.07 2.59
H -2.48 0.65 0.61
H 1.40 -0.94 -0.09
H -1.01 -0.63 2.22
H -0.16 0.35 0.96
H -2.74 1.14 2.36
H 1.23 -2.46 -0.98
H -0.06 0.71 3.79
H -0.18 0.45 -2.83
H -1.83 2.14 1.26
H -0.21 -1.22 -3.34
*
```